1.
DFT (ωB97M-V/def2-TZVPD) results for 30 unconnected molecules or ions with the total composition C17H78BrF9N2O32S.

```
! RIJCOSX wB97M-V def2-TZVPD def2/J DEFGRID3
* xyz 0 1
N 1.60605 -2.91196 2.67611
C 1.75073 -3.88902 1.87435
C 1.22546 -3.73937 0.46503
C 1.43032 -2.32514 0.00209
C 0.49091 -1.36811 0.01481
C -0.90059 -1.54480 0.54648
C -2.00444 -1.49569 -0.53957
C -2.85170 -0.21966 -0.52332
C -3.62291 -0.02843 0.79637
C -3.53093 1.30492 1.50850
F -2.40653 2.00239 1.24624
F -3.50670 1.05196 2.86397
C -4.74560 2.26721 1.39229
F -5.83059 1.67043 1.90881
F -4.49890 3.35044 2.14399
S -5.26026 2.83697 -0.34111
F -5.76370 1.36227 -0.64196
F -3.82872 2.50134 -0.94449
F -4.78723 4.32666 -0.08161
F -6.69738 3.21715 0.23150
F -5.74358 3.25542 -1.78120
C 0.83428 -0.02160 -0.51119
O 0.04247 0.90040 -0.42997
C 2.15922 0.22205 -1.17162
C 2.35479 1.53012 -1.86356
C 3.26758 2.51635 -1.07954
O 3.30823 2.16314 0.30566
C 2.79425 3.97054 -1.27281
N 1.85396 4.40496 -0.23158
C 3.08664 -0.73666 -1.09508
Br 4.81973 -0.55217 -1.80192
C 2.81871 -2.03133 -0.43906
O 3.70352 -2.84985 -0.25393
H 1.99182 -3.16100 3.58892
H 2.23293 -4.82814 2.14875
H 0.18120 -4.04018 0.39073
H 1.77882 -4.38927 -0.20902
H -1.07673 -0.74869 1.27718
H -0.95840 -2.47836 1.10347
H -2.65523 -2.37186 -0.51189
H -1.50555 -1.53178 -1.51338
H -3.59391 -0.33263 -1.31876
H -2.22861 0.62567 -0.80071
H -4.66590 -0.31188 0.65611
H -3.22918 -0.74414 1.52197
H 2.82008 1.32159 -2.83217
H 1.38760 1.99487 -2.06216
H 4.27226 2.42349 -1.49432
H 4.21469 1.93542 0.52802
H 2.30732 4.02157 -2.24969
H 3.67802 4.60124 -1.23397
H 1.22101 3.62837 -0.06308
H 2.38949 4.52990 0.62151
O 3.15716 -0.23958 3.93835
H 2.63490 -1.04261 3.81685
H 2.67005 0.42572 3.43828
O 3.64322 4.86818 2.54367
H 3.11006 4.90794 3.34643
H 4.39922 5.42765 2.74211
O -6.99874 -0.88082 3.32635
H -7.46754 -0.18520 3.80329
H -6.11480 -0.51710 3.20210
O -9.07796 1.05118 -1.07122
H -9.60148 1.09039 -0.26075
H -8.29689 1.56988 -0.86345
O 4.88352 -4.16484 -2.90209
H 4.33443 -3.95964 -2.13222
H 5.70662 -3.69260 -2.73514
O 3.46377 4.13652 5.55707
H 2.98122 3.34970 5.84481
H 4.32104 4.06939 5.98768
O 1.09002 1.94729 5.37518
H 0.58435 1.13356 5.27477
H 0.60468 2.60251 4.86179
O 5.73175 4.32379 -2.01592
H 6.43049 4.77054 -1.52759
H 5.99927 4.39115 -2.93882
O -6.52199 2.47576 4.76582
H -5.88730 2.72021 5.44682
H -6.11310 2.76547 3.94510
O 2.02336 6.02118 7.69405
H 2.52746 5.69566 8.44719
H 2.28343 5.42544 6.98213
O -2.54399 0.30196 -3.68693
H -3.00341 1.00743 -3.22038
H -1.70814 0.71329 -3.94722
O -2.03906 5.52944 1.92834
H -2.59901 4.77278 1.73114
H -2.44741 6.26373 1.45946
O 1.04963 -2.18868 -3.18495
H 0.65742 -1.52036 -3.75926
H 1.58951 -2.71389 -3.78912
O 2.84596 3.55294 9.06102
H 1.91266 3.31959 9.01107
H 3.28628 2.75046 9.35640
O 1.35856 -0.89492 6.63072
H 1.84104 -1.11197 7.43328
H 2.04231 -0.82882 5.95090
O -0.86982 -0.29851 -5.82003
H -1.70313 -0.48837 -5.37210
H -1.07947 -0.32724 -6.75965
O 3.48734 -3.27287 -5.44695
H 3.92982 -3.55722 -4.63597
H 3.66575 -3.97385 -6.08205
O 0.64658 -5.76315 -1.82298
H 0.26559 -5.07117 -2.39470
H 1.21234 -6.26161 -2.42249
O 5.32902 -7.41981 -3.53702
H 5.84300 -7.47357 -2.72632
H 5.03812 -6.50041 -3.55435
O -0.63262 3.72770 -1.71511
H -1.37086 3.12739 -1.56100
H -0.55751 4.24093 -0.89830
O 2.92985 -6.85314 0.03948
H 3.37439 -7.55870 -0.43939
H 2.11569 -6.69096 -0.45148
O -9.44762 0.81727 1.82523
H -8.98766 1.39374 2.44359
H -9.00837 -0.03749 1.91167
O 1.13154 -2.29235 -6.82968
H 1.85996 -2.48214 -6.22101
H 0.74180 -1.48616 -6.47382
O -6.18007 -3.25084 5.33233
H -6.75972 -3.98248 5.10258
H -6.54584 -2.49408 4.85961
O -1.01740 -4.51785 -3.64132
H -1.60872 -5.26172 -3.79114
H -1.44425 -3.79465 -4.11028
O 7.93003 -5.72857 -3.19753
H 8.43882 -5.96876 -2.41694
H 8.09730 -6.43515 -3.82957
O -2.45118 5.61169 -2.99957
H -3.37382 5.34398 -2.96334
H -1.94410 4.86549 -2.63836
O 6.04456 1.19886 -4.40037
H 6.47492 0.81451 -5.17022
H 5.66888 0.44635 -3.92551
O -2.78199 -4.43356 -5.83855
H -3.12213 -3.71124 -6.37626
H -2.21040 -4.92520 -6.43847
*
```

The calculation puts the orbital gap at 7.213 eV. The HOMO energy is -0.3159 hartree.

2.
DFT (ωB97M-V/def2-TZVPD) results for a molecular structure, C25H22F6N5O8PS3Ti.

```
! RIJCOSX wB97M-V def2-TZVPD def2/J DEFGRID3
* xyz -2 1
Ti 0.21070 -1.37939 0.78854
C -2.82755 -4.51448 0.24019
C -2.06527 -3.27005 0.54277
N -0.81422 -3.18795 0.23083
N -0.35159 -4.13182 -0.61752
C 0.88639 -4.58524 -0.42809
N 1.39098 -5.19372 -1.57316
S 1.79745 -4.55717 0.98134
C -2.70614 -2.06406 1.08837
C -4.01834 -2.02947 1.54703
C -4.54865 -0.81911 1.95688
C -3.77822 0.32614 1.89710
C -2.47284 0.21684 1.45454
N -1.96398 -0.94901 1.06257
H -2.24979 -5.36892 0.59458
H -2.92442 -4.63102 -0.84255
H -3.81155 -4.52579 0.70126
H 1.06091 -4.73058 -2.41010
H 2.39660 -5.26689 -1.52701
H -4.60091 -2.93389 1.61202
H -5.56565 -0.77766 2.32920
H -4.15431 1.28883 2.21269
H -1.80420 1.06472 1.40596
F -2.31159 -3.55400 3.67769
C -1.04562 -3.39293 4.18251
F -0.33144 -4.36842 3.65097
F -1.15797 -3.69108 5.49456
S -0.58989 -1.50928 4.03520
O 0.08350 -1.85020 2.53744
O 0.47577 -1.56542 5.03563
N -0.35313 0.50309 3.67623
S 0.61681 1.12636 2.78116
O 0.55845 0.54310 1.35218
O 0.74597 2.57305 2.66651
C 2.38055 0.69765 3.20043
F 2.63164 -0.60605 3.21343
F 2.68548 1.19815 4.41419
F 3.24962 1.25438 2.33709
O -1.33716 -1.35698 -2.79696
C -0.79400 -0.51067 -2.11787
O -0.12763 -0.71360 -1.02604
C -0.85259 0.95701 -2.56093
P -0.23558 2.12305 -1.28647
C -0.41288 3.73695 -2.17908
C -0.61080 3.88889 -3.55180
C -0.71648 5.14956 -4.12584
C -0.61394 6.28786 -3.33828
C -0.41589 6.15398 -1.97085
C -0.32850 4.89180 -1.39961
C 1.58927 1.95882 -1.41423
C 2.34443 2.55323 -0.40407
C 3.72980 2.50311 -0.43716
C 4.37961 1.83766 -1.46839
C 3.63548 1.20947 -2.45581
C 2.24791 1.27016 -2.42888
H -1.89867 1.19975 -2.76235
H -0.34189 1.02607 -3.52370
H -0.67951 3.01737 -4.18920
H -0.87274 5.24043 -5.19460
H -0.69016 7.27162 -3.78587
H -0.33524 7.03358 -1.34344
H -0.18933 4.79358 -0.32812
H 1.84611 3.00007 0.44990
H 4.29678 2.94392 0.37294
H 5.46147 1.77329 -1.47819
H 4.12649 0.63659 -3.23261
H 1.69593 0.74004 -3.19179
O 2.69147 -2.02916 -1.69669
C 2.86195 -1.49262 -0.62838
O 2.05144 -1.51955 0.39782
H 3.77131 -0.91400 -0.40612
*
```

The calculation puts the orbital gap at 6.393 eV. The energy relative to the best compared isomer or geometry (same formula, charge and spin) is 102.35 kJ/mol. The HOMO energy is -0.0833 hartree.

3.
DFT (ωB97M-V/def2-TZVPD) results for 2 unconnected molecules or ions with the total composition C3H12N4.

```
! RIJCOSX wB97M-V def2-TZVPD def2/J DEFGRID3
* xyz 2 1
C 1.68812 -0.74142 0.52323
C 3.18351 -0.68446 0.00441
C 1.15374 0.56387 0.09446
N 2.13168 1.35434 -0.26787
N -2.48897 -0.34377 -0.41522
N 3.31688 0.79580 -0.13454
N -3.66333 0.28649 0.25048
H 1.16385 -1.62867 0.03007
H 1.78174 -0.94995 1.65423
H 3.87576 -1.02368 0.70308
H 3.34883 -1.20818 -0.86636
H 0.19406 1.00325 0.05265
H 2.11479 2.18218 -0.91258
H -2.39512 -1.24473 0.07455
H -2.81819 -0.40808 -1.36377
H 4.08821 1.08636 -0.76234
H -3.59938 0.20411 1.37577
H -4.57973 -0.11244 -0.09565
H -3.74805 1.23129 -0.06321
*
```

The calculation puts the orbital gap at 9.373 eV. The energy relative to the best compared isomer or geometry (same formula, charge and spin) is 339.83 kJ/mol. The HOMO energy is -0.6088 hartree.

4.
DFT (ωB97M-V/def2-TZVPD) results for 3 unconnected molecules or ions with the total composition C4H13NO3.

```
! RIJCOSX wB97M-V def2-TZVPD def2/J DEFGRID3
* xyz 0 1
N -2.08559 0.62241 -0.72608
C -0.75344 0.51026 -1.32188
C 0.36071 0.07278 -0.39898
C 0.18947 -1.29068 0.26535
C 1.54206 -1.74154 0.73700
O 1.93493 -1.44285 1.83573
H -2.33102 -0.13887 -0.10498
H -2.13974 1.48113 -0.20510
H -0.52229 1.53328 -1.63099
H -0.79227 0.01745 -2.30018
H 1.31507 0.17416 -0.90962
H 0.37800 0.86308 0.36044
H -0.34639 -1.97261 -0.39340
H -0.40705 -1.18461 1.16857
H 2.22919 -2.22965 0.04798
O -0.22778 -5.19980 -0.99093
H -0.08214 -5.01268 -1.91769
H -1.13758 -5.02756 -0.73271
O 1.19093 6.50260 2.14179
H 1.39079 6.64509 3.07301
H 0.29415 6.81861 2.00267
*
```

The calculation puts the orbital gap at 10.119 eV. The energy relative to the best compared isomer or geometry (same formula, charge and spin) is 184.99 kJ/mol. The SMILES is NCCCC=O.O.O. The HOMO energy is -0.3486 hartree.

5.
DFT (ωB97M-V/def2-TZVPD) results for C2H6NO2P in the gas phase.

```
! RIJCOSX wB97M-V def2-TZVPD def2/J DEFGRID3
* xyz 0 1
C -1.08638 0.53834 -0.55877
C -0.57217 -0.27583 0.27106
N 0.56457 -1.10019 -0.10789
P 2.27495 0.15522 -0.28317
O 3.23320 -0.92156 -0.49577
O 2.37319 0.65605 1.24714
H -0.58210 0.51304 -1.53447
H -1.79162 1.20718 -0.36538
H -0.92279 -0.40314 1.30066
H 0.56281 -1.42337 -1.08223
H 0.78206 -1.93849 0.49288
H 2.79901 -0.04429 1.79976
*
```

The calculation puts the orbital gap at 9.445 eV. The energy relative to the best compared isomer or geometry (same formula, charge and spin) is 55.97 kJ/mol. The SMILES is C=C[NH2+]P([O-])O. The HOMO energy is -0.3218 hartree.

6.
DFT (ωB97M-V/def2-TZVPD) results for a molecular structure, C25H40OP2SiTi.

```
! RIJCOSX wB97M-V def2-TZVPD def2/J DEFGRID3
* xyz 0 1
Ti -0.31793 0.05641 -1.43299
Si -2.52629 0.52643 -2.31354
P -0.55043 -2.40693 -1.54232
P 0.33475 2.44498 -1.19539
H 2.62434 -0.26982 -3.25108
C 0.82496 -3.53190 -1.20463
H 0.50746 -4.56451 -1.33522
H 1.16149 -3.37750 -0.17906
H 1.66393 -3.31482 -1.86724
C -1.11163 -2.94680 -3.21308
H -1.30590 -4.02842 -3.16619
H -0.33566 -2.73772 -3.96864
H -2.02987 -2.41176 -3.49337
C -1.88484 -2.95446 -0.43451
H -2.00718 -4.03991 -0.54375
H -2.81086 -2.42458 -0.69083
H -1.61452 -2.70153 0.59923
C 2.02831 2.91800 -0.73940
H 2.11954 4.00792 -0.73247
H 2.73363 2.48638 -1.45505
H 2.27036 2.51873 0.24880
C 0.05721 3.35149 -2.76513
H 0.29441 4.41092 -2.58589
H -0.99005 3.24673 -3.08048
H 0.70727 2.95203 -3.55690
C -0.70208 3.27538 0.03161
H -0.34312 4.30197 0.16045
H -0.63309 2.72494 0.97557
H -1.74374 3.26353 -0.30257
C -2.44252 0.64473 -4.17857
H -2.09962 -0.28903 -4.64504
H -1.82634 1.49241 -4.50829
H -3.50953 0.82384 -4.38507
H -3.37472 -0.65315 -1.90280
H -2.91518 1.86743 -1.72128
C 1.52840 -0.25236 -3.99454
O 0.50564 -0.03603 -3.25294
C 2.55048 -1.26219 -3.79768
H 3.31253 -1.17146 -4.60161
H 2.06301 -2.26241 -3.92690
H 3.04582 -1.33138 -2.71500
C 1.59070 0.30367 -5.42740
H 2.51810 0.74270 -5.60588
H 0.74520 1.00896 -5.64012
H 1.47753 -0.53974 -6.03868
C 0.09158 -0.06134 0.53568
C 0.17462 0.00330 1.82610
C 0.07828 -0.00280 3.13168
C 0.99154 0.86869 3.90873
C 1.39269 0.41768 5.22527
C 2.26145 1.24802 5.96429
C 2.70218 2.46541 5.45466
C 2.31905 2.85045 4.16471
C 1.53075 2.05461 3.39779
C -0.92698 -0.81421 3.84648
C -1.51061 -0.37278 5.04787
C -2.41438 -1.17359 5.72183
C -2.76730 -2.43777 5.21450
C -2.21808 -2.87228 4.00519
C -1.31995 -2.06973 3.28292
H 1.04248 -0.53032 5.57585
H 2.55787 0.90147 6.96281
H 3.33507 3.06981 6.07960
H 2.67358 3.81625 3.76420
H 1.24913 2.30686 2.35649
H -1.20909 0.60380 5.44168
H -2.84003 -0.83523 6.68496
H -3.45178 -3.06124 5.78595
H -2.46868 -3.85511 3.60997
H -0.86338 -2.38113 2.38669
*
```

The calculation puts the orbital gap (spin up / spin down) at 5.290 / 5.294 eV. The energy relative to the best compared isomer or geometry (same formula, charge and spin) is 182.00 kJ/mol. The HOMO energy (spin up / spin down) is -0.2054 / -0.2054 hartree.